{"formula": "C40H76B2Br3FN4O10P", "method": "ωB97M-V with the def2-TZVPD basis set", "symbols": ["C", "C", "O", "C", "O", "C", "C", "C", "C", "C", "C", "C", "C", "O", "C", "C", "C", "Br", "C", "C", "Br", "N", "C", "C", "F", "C", "C", "N", "B", "O", "O", "C", "C", "B", "O", "O", "P", "O", "Br", "H", "H", "H", "H", "H", "H", "H", "H", "H", "H", "H", "H", "H", "H", "H", "H", "H", "H", "H", "H", "H", "H", "H", "H", "H", "H", "H", "H", "H", "H", "H", "H", "H", "H", "H", "H", "H", "H", "H", "H", "C", "C", "C", "C", "C", "C", "N", "O", "C", "C", "C", "H", "H", "H", "H", "H", "H", "H", "H", "H", "H", "H", "H", "H", "H", "H", "H", "H", "H", "C", "C", "C", "C", "C", "C", "N", "O", "C", "C", "C", "H", "H", "H", "H", "H", "H", "H", "H", "H", "H", "H", "H", "H", "H", "H", "H", "H", "H"], "positions_angstrom": [[-6.728715, 1.930673, -2.074481], [-6.764485, 0.746473, -3.146391], [-6.976148, 1.354621, -4.458326], [-5.748881, 1.609043, -5.113360], [-5.262833, 2.747122, -5.187641], [-5.010822, 0.375712, -5.789126], [-3.471635, 0.673753, -6.169341], [-2.660918, 0.791233, -4.811253], [-1.044674, 0.948868, -4.988445], [-0.765401, 2.153423, -5.974595], [-0.257492, 1.892449, -7.445533], [-0.972693, 0.772783, -8.309315], [-0.302496, 0.821676, -9.794247], [-1.279825, 0.433606, -10.787935], [-1.470131, -1.013231, -10.769358], [-0.692011, 1.577578, -3.513419], [-1.023077, 3.027331, -2.956825], [0.062020, 4.641836, -3.331513], [-2.139570, 3.245165, -2.094905], [-3.120214, 2.123723, -1.572046], [-2.523595, 5.085251, -1.422440], [-0.086489, 0.693176, -2.710388], [0.316613, 1.086775, -1.310264], [1.603108, 2.030872, -1.260637], [1.167076, 3.258892, -0.615986], [0.152556, -0.700801, -3.274501], [1.545503, -1.411233, -2.903595], [1.513200, -2.017698, -1.509368], [-1.044563, -1.525243, -2.490631], [-2.146857, -0.818359, -1.853973], [-1.115607, -2.957138, -2.419575], [-1.507511, -3.356671, -1.064034], [-0.118236, -0.330603, -4.844545], [-0.607620, -1.772881, -5.479434], [0.375929, -2.822829, -5.695389], [-1.954316, -2.110353, -5.821150], [1.680968, -0.292732, -5.551696], [1.603543, -0.595674, -7.255003], [2.603828, 1.782915, -5.173189], [-6.500023, 1.501610, -1.037841], [-5.941550, 2.690180, -2.384872], [-7.751030, 2.438339, -2.090217], [-7.642293, 0.054701, -2.900214], [-5.822569, 0.103808, -3.099065], [-4.979310, -0.484997, -5.025186], [-5.583277, -0.031152, -6.697660], [-3.122277, -0.121933, -6.894011], [-3.451459, 1.668453, -6.734842], [-3.000530, 1.772934, -4.314506], [-2.956378, -0.064312, -4.128217], [-0.006599, 2.857693, -5.478093], [-1.727345, 2.781850, -6.040407], [-0.426718, 2.877429, -8.022585], [0.887017, 1.775908, -7.466020], [-2.080417, 1.012173, -8.498447], [-0.836696, -0.296787, -7.958880], [-0.032930, 1.907325, -9.978847], [0.620401, 0.144153, -9.797599], [-2.456074, -1.225229, -10.219311], [-1.496084, -1.381056, -11.840763], [-0.655266, -1.540269, -10.154056], [-2.626183, 1.587790, -0.684821], [-4.068623, 2.601146, -1.142546], [-3.435173, 1.349431, -2.332669], [-0.548316, 1.578602, -0.739773], [0.571960, 0.164098, -0.672854], [2.438435, 1.621932, -0.591812], [2.022339, 2.314009, -2.278846], [1.779193, -2.302160, -3.587288], [2.424617, -0.670975, -2.860686], [1.604135, -3.045829, -1.598986], [2.382108, -1.739338, -1.031637], [-2.989263, -1.263622, -2.077013], [-2.646868, -3.307781, -0.984356], [-1.072067, -2.663214, -0.277284], [-1.106483, -4.412185, -0.887622], [-0.018973, -3.584412, -5.202726], [-2.557232, -1.951271, -5.068978], [2.060506, -1.448387, -7.418113], [1.889099, -2.127501, 4.820782], [0.826696, -2.157710, 3.696824], [-0.194544, -1.023196, 3.920168], [-1.164945, -1.303841, 5.062769], [-1.845147, -2.656151, 4.876914], [-0.848700, -3.814646, 4.667459], [0.186250, -3.506362, 3.633942], [-0.403149, -3.619711, 2.421484], [-0.166371, -4.163159, 6.011810], [-1.652239, -5.096534, 4.331197], [1.646567, -1.834929, 2.420120], [2.503722, -3.031981, 4.808553], [2.568418, -1.279019, 4.697062], [1.470201, -2.007960, 5.817606], [-0.776378, -0.860823, 3.004040], [0.328708, -0.081351, 4.117531], [-0.646304, -1.264666, 6.025072], [-1.924169, -0.516338, 5.096703], [-2.479658, -2.860264, 5.745384], [-2.522035, -2.587414, 4.016685], [0.670363, -4.851181, 5.862377], [-0.869008, -4.654740, 6.690334], [0.194046, -3.294879, 6.559566], [-2.288693, -4.977166, 3.451190], [-2.318405, -5.363394, 5.155829], [-0.983847, -5.945437, 4.159747], [2.380269, -2.619941, 2.215892], [2.191191, -0.894309, 2.538842], [1.016068, -1.713422, 1.534380], [6.249155, 1.819084, 8.829365], [5.400359, 0.958166, 7.863573], [5.610417, 1.445909, 6.415171], [4.902649, 2.763371, 6.115383], [3.424420, 2.680175, 6.481388], [3.182048, 2.210448, 7.930290], [3.965285, 0.986754, 8.279264], [3.351646, -0.068119, 7.694885], [3.524784, 3.355948, 8.912331], [1.658399, 2.010647, 8.131496], [6.024827, -0.454686, 8.001023], [5.970566, 1.635552, 9.870760], [7.312218, 1.579268, 8.736223], [6.183957, 2.888368, 8.637293], [5.244271, 0.688674, 5.711215], [6.679998, 1.558617, 6.209167], [5.383929, 3.587986, 6.649353], [5.001255, 2.995064, 5.050182], [2.960249, 3.659154, 6.322192], [2.932763, 1.994195, 5.780671], [3.537580, 2.998412, 9.945664], [2.778544, 4.153639, 8.857730], [4.474759, 3.843675, 8.703750], [1.228880, 1.298330, 7.422716], [1.121342, 2.951377, 7.982528], [1.438336, 1.662603, 9.144981], [5.890866, -0.846191, 9.013045], [7.098025, -0.423982, 7.796590], [5.600232, -1.172570, 7.295013]], "forces_ev_per_angstrom": [[-0.085, -0.527, -0.432], [-0.446, 0.279, 1.419], [2.057, -0.510, -0.287], [1.138, 1.758, -0.486], [-1.701, -3.271, 0.386], [0.448, -0.719, 0.345], [-1.265, 0.641, -0.044], [0.136, 0.350, -0.852], [-0.560, 1.279, 3.374], [0.236, 1.048, -0.395], [0.149, 0.312, -0.551], [0.452, 0.367, -1.445], [-0.701, 0.297, 1.126], [1.445, -1.143, 0.822], [-0.507, 0.027, 0.639], [0.858, -0.690, 0.879], [-2.499, 0.329, 1.769], [-0.462, -2.002, -0.255], [1.501, -0.719, -1.540], [-0.097, 0.644, 0.944], [0.230, -2.137, -0.581], [-0.150, 2.561, -0.416], [0.701, -0.467, 1.631], [-0.349, 0.941, 0.609], [0.680, -1.620, -0.872], [-0.822, 0.705, 0.091], [0.995, -0.314, 0.878], [0.387, -0.019, -0.566], [-1.940, -1.955, 0.810], [1.614, -0.682, -1.809], [0.712, 2.781, 0.186], [-0.574, -0.644, 0.802], [0.215, -1.048, -1.446], [-0.286, -1.352, -1.146], [-2.093, 1.498, 1.517], [1.766, 0.306, 1.654], [1.000, -1.281, -1.149], [-0.386, 0.693, 1.922], [-0.730, -0.450, -0.387], [-0.364, 0.704, -1.387], [-1.013, -0.938, 0.464], [1.470, -0.677, 0.163], [1.161, 1.012, -0.685], [-1.030, 0.908, -0.249], [-0.378, 1.116, -1.090], [0.639, 0.867, 1.385], [-0.267, 0.808, 1.217], [0.043, -1.384, 0.884], [0.412, -1.501, -0.778], [0.566, 0.929, -0.678], [-1.032, -1.109, -0.854], [1.314, -1.100, 0.245], [0.182, -1.384, 0.982], [-1.766, -0.126, 0.054], [1.668, -0.364, 0.496], [-0.341, 1.337, 0.051], [-0.191, -1.381, -0.117], [-1.145, 1.022, -0.219], [1.253, 0.096, -0.990], [-0.015, 0.348, 1.402], [-0.958, 0.724, -1.122], [-0.648, 0.671, -1.316], [1.482, -0.550, -0.760], [0.663, 1.076, 0.794], [1.367, -0.520, -1.228], [-0.538, 0.977, -1.476], [-1.328, 0.426, -1.001], [-0.676, -0.445, 1.218], [-0.550, 1.956, 0.386], [-1.424, -0.970, -0.711], [-0.369, 0.895, 0.153], [-0.669, -0.097, -0.171], [0.640, 0.033, 0.655], [1.573, -0.397, 0.009], [-0.406, -0.930, -1.012], [-0.751, 1.537, -0.308], [0.439, 0.300, -0.989], [0.130, 0.191, -0.790], [-0.185, 0.621, 0.375], [-0.022, -0.027, 0.334], [1.877, 1.034, 0.540], [-0.393, -0.161, 0.009], [0.019, -0.007, 0.045], [0.107, 0.357, -0.304], [-0.413, -1.230, 1.864], [-2.826, 1.184, -2.976], [1.338, -0.320, 1.644], [0.208, 0.210, 0.206], [0.143, 0.181, -0.731], [-0.545, -0.418, -0.355], [-0.131, 0.030, -0.011], [-0.173, -0.050, -0.147], [0.005, -0.099, -0.041], [0.080, -0.179, -0.047], [0.193, -0.200, -0.063], [0.018, -0.018, -0.048], [0.067, -0.051, 0.023], [0.165, -0.228, -0.070], [0.141, -0.139, -0.059], [-0.055, 0.107, -0.050], [-0.063, 0.032, -0.263], [0.089, -0.014, -0.099], [0.231, 0.058, -0.010], [0.232, 0.243, 0.074], [-0.020, 0.119, -0.013], [-0.091, 0.004, 0.036], [-0.107, -0.105, 0.319], [-0.052, -0.220, 0.104], [0.009, 0.346, 0.070], [2.064, 0.093, 0.753], [-0.389, 0.103, -0.179], [0.014, 0.012, 0.023], [0.286, -0.259, -0.201], [-0.921, 1.772, 0.840], [-1.342, -2.179, -3.332], [0.814, 1.385, 1.490], [0.288, 0.175, 0.049], [0.137, -0.710, -0.154], [-0.728, -0.223, -0.176], [-0.060, 0.016, -0.121], [-0.187, -0.158, -0.117], [-0.122, -0.030, 0.054], [-0.068, -0.070, 0.187], [-0.045, -0.128, 0.250], [-0.023, -0.038, 0.016], [0.009, 0.011, 0.081], [-0.078, -0.105, 0.251], [-0.015, -0.110, 0.182], [0.040, -0.039, -0.124], [-0.050, -0.232, -0.114], [0.038, -0.121, 0.050], [0.200, -0.075, 0.125], [0.337, 0.041, 0.023], [0.075, -0.014, -0.100], [-0.052, 0.056, -0.081], [-0.128, 0.305, 0.042], [-0.151, 0.133, 0.154]], "homo_ha": [-0.3785, -0.4022], "homo_lumo_gap_ev": [6.43, 7.07], "energy_ev": -292623.8431, "charge": 1, "s_squared": 2.009, "spin_multiplicity": 3, "e_above_lowest_kj_mol": 489.12, "molar_mass_g_mol": 1084.37}